Record 1
ORCA calculation (wB97M-V/def2-TZVPD) on an isolated ion of composition C6H11N2OS and charge +1 at a distorted geometry.

The calculation puts the LUMO energy at -3.556 eV. Its total energy is -22254.5041 eV. As for the charge: +1. As for the strongest force on any atom: 0.0761 hartree/bohr. As for the orbital gap: 0.369 Ha.

Last column: natural (NBO) charge in e.
Element x y z (Å)
1 C -0.04857 0.93311 0.52201  -0.238
2 H -1.90263 0.49029 -0.50206  0.259
3 C 0.22292 -1.99278 0.30064  0.863
4 H 1.37122 2.39401 -0.97783  0.220
5 C 1.72989 -0.54607 0.09471  -0.020
6 H -0.13218 0.59328 1.59087  0.244
7 H -1.33097 -3.26569 -0.75283  0.235
8 S 3.32926 -0.98444 -0.03332  0.216
9 O 0.70661 -2.91598 0.82962  -0.465
10 H 3.03164 -2.29753 -0.07651  0.175
11 H -0.35800 2.01039 0.42666  0.252
12 H -2.91216 -2.39523 -0.17660  0.251
13 C -1.89886 -2.32550 -0.65428  -0.407
14 H -1.93828 -1.93755 -1.67396  0.217
15 N 1.38302 0.71521 0.14575  -0.380
16 N -0.86216 -1.38749 -0.13771  -0.456
17 H -0.31962 0.18772 -1.46399  0.221
18 C 2.13280 1.88920 -0.37866  -0.417
19 H 2.96514 1.60160 -0.99600  0.232
20 H 2.48250 2.48590 0.39607  0.231
21 C -0.82677 0.05909 -0.45111  -0.234

Cartesian forces, eV/Å:
C 0.5 -0.4 0.5
H 1.6 -1.3 0.0
C 2.6 2.8 0.9
H 0.5 0.4 0.0
C -2.0 0.3 0.6
H -0.3 0.5 -1.0
H -1.0 0.0 0.3
S 0.6 -0.7 -0.3
O -0.9 -0.5 -0.7
H 0.2 0.0 0.0
H 0.5 -1.1 0.0
H 1.3 0.3 -0.1
C 0.6 0.3 -1.2
H -1.0 -0.4 -0.2
N 0.0 -0.1 -0.1
N 0.1 -0.4 1.3
H -1.0 -0.1 1.0
C -1.4 -1.3 -0.8
H 0.2 -0.4 -0.3
H 0.5 1.2 1.5
C -1.6 0.9 -1.3


Record 2
ORCA calculation (wB97M-V/def2-TZVPD) on one molecule with the formula C4H3NO2.

The calculation puts the LUMO energy at -0.170 eV. Its total energy is -9780.5475 eV. As for the charge: 0. As for the strongest force on any atom: 0.0105 hartree/bohr. As for the orbital gap: 0.359 Ha.

Last column: natural (NBO) charge in e.
Element x y z (Å)
1 C -1.40563 0.52884 0.50394  0.080
2 C 1.99085 -0.00495 -0.13899  0.371
3 O 2.58366 0.92126 0.35874  -0.474
4 H 2.48941 -0.93006 -0.46890  0.140
5 C -1.52587 -0.55574 -0.30142  -0.124
6 N -0.27321 -0.90622 -0.76712  -0.403
7 O -0.10774 0.88786 0.53736  -0.369
8 H -2.07102 1.10486 1.12532  0.218
9 H -2.41842 -1.11626 -0.54007  0.223
10 C 0.51610 -0.02457 -0.23378  0.338

Cartesian forces, eV/Å:
C -0.2 -0.1 -0.1
C 0.2 0.3 0.1
O -0.1 -0.4 -0.3
H 0.0 0.1 -0.2
C -0.2 0.1 0.1
N 0.2 0.2 0.3
O 0.0 0.0 0.1
H -0.1 0.0 -0.2
H 0.2 0.1 0.0
C 0.0 -0.1 0.2


Record 3
ORCA calculation (wB97M-V/def2-TZVPD) on one molecule with the formula C20H23N3O2.

The calculation puts the LUMO energy at 0.654 eV. Its total energy is -29679.0249 eV. As for the charge: 0. As for the strongest force on any atom: 0.0135 hartree/bohr. As for the orbital gap: 0.336 Ha.

Last column: natural (NBO) charge in e.
Element x y z (Å)
1 H -5.60048 -3.94794 -0.24044  0.212
2 C -5.69124 -1.80824 -0.49547  -0.392
3 H -0.21897 4.23980 0.37040  0.214
4 H -6.76140 -1.80125 -0.27868  0.206
5 C 2.27726 0.65617 1.42845  0.494
6 H 0.51379 1.72835 1.93474  0.247
7 H 3.96067 -4.57438 0.12163  0.215
8 O 4.46309 1.36533 -1.23897  -0.624
9 C -1.68731 2.70245 0.23393  -0.281
10 H 2.35610 2.72407 -1.76558  0.204
11 C -5.08513 -0.51621 0.04910  -0.409
12 O -3.24406 0.97405 0.06193  -0.512
13 H 5.26135 -1.02842 -1.89399  0.234
14 C 1.46661 1.45871 2.38533  -0.667
15 C 3.93278 -3.50002 0.01106  -0.176
16 H 1.28156 0.85972 3.27124  0.239
17 C 3.14409 -2.74755 0.84959  -0.241
18 H 1.89671 4.16962 -0.83091  0.211
19 H 5.31817 -3.49998 -1.62944  0.216
20 C -1.98522 1.40760 -0.19955  0.386
21 N 2.33556 -0.61842 1.57052  -0.519
22 C 3.88075 -0.74778 -0.29215  -0.239
23 H 3.72283 3.09957 0.12791  0.382
24 H -1.19498 -0.32673 -1.20705  0.223
25 C 3.82879 0.69616 -0.44233  0.652
26 H -5.15069 -0.50361 1.13822  0.203
27 N 2.95043 1.32736 0.44219  -0.297
28 H -3.52817 -0.41004 -1.44898  0.170
29 H -5.57476 -1.83307 -1.58135  0.195
30 C 3.10576 -1.35455 0.71257  0.259
31 C -0.43758 3.24126 0.02235  -0.179
32 N 2.79305 2.72032 0.32170  -0.439
33 H 0.99566 0.64924 -1.58939  0.215
34 C 4.67776 -1.52671 -1.13430  -0.138
35 H -4.02810 -3.16062 -0.16727  0.199
36 H -5.14152 -3.03389 1.19604  0.203
37 C 4.70277 -2.89337 -0.98224  -0.235
38 C -1.00225 0.67429 -0.85544  -0.326
39 C 1.92877 3.07850 -0.81797  -0.248
40 H -2.45974 3.26266 0.73669  0.225
41 H 2.54622 -3.20187 1.62356  0.226
42 C 0.55057 2.51248 -0.63312  -0.080
43 C 0.24769 1.23110 -1.06823  -0.180
44 H -5.65088 0.33818 -0.32730  0.213
45 C -5.07419 -3.06352 0.11094  -0.608
46 C -3.62752 -0.32135 -0.35770  -0.067
47 H 1.99121 2.37592 2.63908  0.240
48 H -2.98578 -1.07336 0.11870  0.175

Cartesian forces, eV/Å:
H 0.0 -0.1 0.0
C 0.1 0.1 0.2
H 0.0 0.1 0.1
H 0.0 0.0 -0.1
C -0.2 -0.1 0.4
H -0.1 0.1 0.0
H 0.0 -0.1 0.0
O 0.1 -0.1 -0.1
C -0.1 -0.1 0.0
H 0.0 0.1 0.1
C 0.2 0.0 -0.2
O 0.1 0.2 0.1
H 0.1 0.0 -0.1
C 0.0 0.1 0.1
C -0.1 0.0 0.1
H 0.0 -0.1 0.0
C 0.1 0.0 -0.1
H 0.0 -0.1 0.0
H 0.0 0.0 -0.1
C 0.2 0.1 0.0
N -0.4 -0.1 0.5
C -0.2 -0.4 0.2
H -0.2 -0.3 0.1
H -0.1 -0.1 0.0
C 0.0 0.2 -0.1
H 0.0 0.0 0.1
N 0.3 0.2 -0.4
H 0.0 0.0 0.1
H -0.1 0.0 -0.1
C 0.4 0.2 -0.5
C 0.0 -0.1 -0.1
N 0.3 0.2 0.1
H 0.1 0.0 -0.1
C 0.0 0.0 0.0
H 0.1 -0.1 0.0
H 0.0 0.0 0.1
C 0.1 0.1 -0.2
C -0.3 -0.2 0.1
C -0.1 -0.2 -0.2
H -0.1 0.1 0.1
H -0.1 0.0 0.1
C 0.1 0.1 -0.2
C 0.0 0.3 0.0
H 0.0 0.0 0.0
C -0.1 0.1 -0.2
C -0.3 -0.3 0.0
H -0.1 0.1 0.1
H 0.0 0.1 -0.1


In eV, the E_HOMO values for the records above are, in order, -13.59, -9.94, -8.50.